No. 1
113
Properties=species:S:1:pos:R:3:lowdin_charge:R:1 method="wB97M-V/def2-TZVPD" energy_ev=-531083.7757 gap_ev="8.5 / 9.7" s2=0.754 multiplicity=2 homo_energy_ha="-0.3108 / -0.3545"
C 4.563 -1.315 0.501 -0.02
C 3.321 -2.208 0.773 -0.43
C 3.799 -3.373 1.658 -0.04
C 2.227 -1.459 1.584 -0.06
C 1.217 -0.633 0.754 -0.17
C 0.064 -0.194 1.668 -0.37
F 0.480 -0.145 2.964 0.11
F -0.937 -1.107 1.624 0.09
C -0.566 1.219 1.423 -0.33
F -1.094 1.680 2.574 0.16
F 0.412 2.085 1.068 0.11
C -1.662 1.362 0.321 -0.31
F -1.897 2.687 0.228 0.16
F -1.144 0.968 -0.860 0.12
C -3.061 0.670 0.567 -0.31
F -3.163 0.211 1.824 0.16
F -4.014 1.612 0.410 0.14
C -3.430 -0.461 -0.447 -0.33
F -3.747 0.157 -1.602 0.16
F -2.405 -1.290 -0.702 0.15
C -4.660 -1.338 -0.020 -0.32
F -5.262 -1.754 -1.155 0.16
F -5.546 -0.613 0.670 0.16
C -4.294 -2.623 0.802 -0.32
F -3.168 -2.451 1.504 0.14
F -5.292 -2.845 1.685 0.14
C -4.166 -3.935 -0.036 -0.55
F -3.484 -3.755 -1.162 0.19
F -3.497 -4.817 0.717 0.16
F -5.362 -4.429 -0.317 0.20
C 0.732 -1.495 -0.412 -0.08
C 1.903 -1.910 -1.306 -0.46
C 2.636 -0.725 -1.921 -0.05
C 1.335 -2.751 -2.470 -0.02
N 2.781 -2.797 -0.490 -0.11
O 2.320 -3.985 -0.372 -0.01
H 4.421 -0.306 0.885 0.04
H 5.420 -1.727 1.033 0.08
H 4.856 -1.276 -0.546 0.02
H 4.398 -4.077 1.084 0.09
H 2.960 -3.923 2.083 0.06
H 4.369 -2.965 2.494 0.09
H 1.680 -2.204 2.164 0.12
H 2.751 -0.787 2.263 0.11
H 1.737 0.229 0.343 0.11
H 0.002 -0.992 -1.043 0.11
H 0.272 -2.417 -0.048 0.13
H 3.064 -0.052 -1.173 0.07
H 3.478 -1.077 -2.517 0.03
H 1.973 -0.132 -2.542 0.05
H 0.479 -3.345 -2.161 0.08
H 1.013 -2.063 -3.252 0.05
H 2.117 -3.387 -2.882 0.09
C -0.064 0.789 -5.532 -1.52
Cl -0.765 1.305 -3.993 0.55
Cl 0.058 2.136 -6.659 0.52
Cl 1.514 0.047 -5.264 0.54
H -0.719 0.042 -5.961 0.02
C -1.300 -4.433 3.314 -1.55
Cl -1.181 -2.995 4.330 0.55
Cl 0.234 -5.303 3.283 0.55
Cl -2.613 -5.480 3.858 0.54
H -1.523 -4.114 2.305 -0.02
C -0.397 4.924 -9.508 -1.56
Cl -1.119 3.424 -10.090 0.53
Cl 1.050 4.598 -8.554 0.49
Cl -0.042 6.007 -10.854 0.52
H -1.117 5.413 -8.865 0.01
C -6.064 -4.116 4.533 -1.56
Cl -4.947 -2.853 5.059 0.51
Cl -5.883 -5.573 5.509 0.50
Cl -7.728 -3.532 4.577 0.54
H -5.823 -4.368 3.509 -0.01
C 3.061 3.633 2.571 -1.54
Cl 4.359 3.975 3.710 0.52
Cl 2.755 5.010 1.515 0.54
Cl 3.434 2.190 1.621 0.58
H 2.158 3.433 3.134 0.01
C 5.960 0.335 -4.129 -1.53
Cl 7.409 0.427 -5.125 0.54
Cl 4.761 -0.737 -4.853 0.54
Cl 6.342 -0.192 -2.490 0.57
H 5.529 1.326 -4.068 0.02
C 2.573 8.748 -7.227 -1.57
Cl 3.981 8.933 -8.275 0.53
Cl 1.236 8.010 -8.111 0.50
Cl 2.970 7.811 -5.786 0.54
H 2.256 9.737 -6.924 -0.07
C -4.840 -5.011 9.804 -1.54
Cl -5.398 -6.631 9.381 0.50
Cl -3.435 -5.091 10.870 0.52
Cl -4.479 -4.085 8.349 0.51
H -5.636 -4.510 10.338 0.01
C 1.309 11.878 -9.233 -1.55
Cl 2.775 12.852 -9.284 0.54
Cl 0.808 11.589 -7.559 0.56
Cl 0.008 12.633 -10.147 0.54
H 1.525 10.916 -9.681 0.00
C -6.188 3.589 1.874 -1.56
Cl -5.947 4.501 3.364 0.53
Cl -7.035 2.075 2.192 0.54
Cl -7.052 4.555 0.677 0.53
H -5.215 3.349 1.469 -0.02
C -2.779 -9.443 7.083 -1.55
Cl -3.535 -7.883 6.777 0.49
Cl -3.914 -10.547 7.865 0.52
Cl -2.146 -10.145 5.593 0.53
H -1.949 -9.286 7.758 0.01
C 8.400 3.759 4.684 -1.56
Cl 8.220 2.119 4.062 0.52
Cl 7.061 4.173 5.757 0.50
Cl 9.947 3.958 5.504 0.53
H 8.375 4.439 3.843 0.01

***

No. 2
77
Properties=species:S:1:pos:R:3:lowdin_charge:R:1 method="wB97M-V/def2-TZVPD" energy_ev=-165982.8532 gap_ev="5.7 / 6.6" s2=8.798 total_charge=-1 multiplicity=6 homo_energy_ha="-0.1357 / -0.1697"
Mn 0.087 -0.831 -0.213 0.65
I 1.846 -6.549 3.701 0.84
C 1.837 -4.840 2.365 -0.72
C 2.509 -3.722 3.050 -0.24
C 2.011 -2.417 2.938 -0.65
I 3.158 -0.887 3.774 0.87
C 0.928 -2.050 2.161 -0.46
O 0.596 -0.852 1.789 -0.19
C 0.167 -3.115 1.440 -0.30
C -1.364 -2.871 1.549 -0.12
N -1.866 -2.031 0.475 -0.09
C -3.132 -1.371 0.752 -0.15
C -3.417 -0.412 -0.376 -0.26
C -4.634 -0.343 -1.039 -0.02
C -4.752 0.525 -2.115 -0.06
C -3.656 1.281 -2.501 -0.05
C -2.483 1.142 -1.772 -0.16
N -2.369 0.327 -0.730 0.11
C 0.417 -4.567 1.857 -0.24
H 3.446 -3.901 3.554 0.07
H -1.570 -2.372 2.500 0.14
H -1.888 -3.836 1.571 0.13
H -1.941 -2.585 -0.375 0.07
H -3.015 -0.814 1.687 0.13
H -3.976 -2.064 0.884 0.12
H -5.457 -0.974 -0.731 0.11
H -5.680 0.590 -2.667 0.10
H -3.681 1.927 -3.367 0.10
H -1.583 1.679 -2.047 0.08
H -0.372 -4.991 2.474 0.12
Cl 2.959 -1.517 -0.613 0.75
C 2.148 -2.979 -0.101 -0.61
C 0.642 -2.958 -0.051 -0.32
C 0.287 -4.300 -0.578 -0.59
Cl -1.018 -4.605 -1.656 0.70
C 0.665 -5.281 0.496 -0.74
Cl -0.009 -6.902 0.348 0.65
C 2.219 -5.233 0.859 -0.77
Cl 3.124 -6.711 0.543 0.61
C 2.887 -4.033 0.239 -0.70
Cl 4.613 -4.005 0.259 0.68
C 2.799 4.323 0.083 -0.12
N 2.222 3.016 -0.154 -0.30
C 3.204 1.948 -0.219 -0.10
P 0.639 2.708 0.224 0.55
O 0.369 1.270 0.000 -0.30
N -0.179 3.823 -0.682 -0.30
C 0.173 4.053 -2.078 -0.09
C -1.568 4.154 -0.405 -0.10
N 0.233 3.139 1.769 -0.30
C 0.251 4.509 2.243 -0.13
C 0.468 2.174 2.840 -0.09
H 3.537 4.547 -0.693 0.08
H 3.305 4.376 1.055 0.08
H 2.035 5.097 0.047 0.07
H 3.892 2.135 -1.049 0.09
H 2.704 1.000 -0.383 0.00
H 3.783 1.880 0.708 0.09
H 1.185 3.712 -2.279 0.08
H 0.111 5.122 -2.303 0.09
H -0.508 3.526 -2.755 0.04
H -1.836 3.878 0.612 0.08
H -2.239 3.636 -1.096 0.07
H -1.718 5.232 -0.527 0.09
H 0.060 5.212 1.436 0.07
H 1.210 4.764 2.710 0.08
H -0.528 4.636 3.000 0.08
H 0.446 1.153 2.465 0.04
H -0.310 2.291 3.599 0.09
H 1.439 2.352 3.317 0.08
N -0.005 -0.692 -2.162 0.12
C -0.225 -0.519 -3.288 -0.14
C -0.553 -0.085 -4.567 -0.28
C -0.510 -0.947 -5.686 -0.26
N -0.473 -1.643 -6.606 0.11
C -0.908 1.274 -4.702 -0.26
N -1.187 2.392 -4.808 0.12

***

No. 3
65
Properties=species:S:1:pos:R:3:lowdin_charge:R:1 method="wB97M-V/def2-TZVPD" energy_ev=-108365.3402 gap_ev=6.3 total_charge=+2 homo_energy_ha=-0.5258
Ru 1.471 -0.011 -0.070 1.04
C 3.140 1.444 0.317 -0.31
C 3.758 0.146 0.233 -0.23
C 3.186 -0.682 1.228 -0.25
C 2.228 0.095 1.962 -0.29
C 2.242 1.426 1.430 -0.28
C 1.564 2.610 2.043 0.00
C 1.547 -0.330 3.218 0.01
C 3.531 -2.109 1.503 0.00
C 4.853 -0.204 -0.719 0.00
C 3.525 2.613 -0.528 -0.04
H 1.928 2.739 3.064 0.11
H 0.485 2.496 2.102 0.06
H 1.780 3.519 1.486 0.09
H 2.205 -0.116 4.065 0.12
H 1.336 -1.397 3.221 0.09
H 0.615 0.204 3.382 0.08
H 2.682 -2.647 1.921 0.09
H 4.345 -2.160 2.230 0.11
H 3.859 -2.630 0.606 0.08
H 5.742 0.381 -0.474 0.11
H 4.592 0.042 -1.750 0.10
H 5.130 -1.255 -0.656 0.09
H 4.504 2.984 -0.216 0.11
H 2.814 3.431 -0.443 0.07
H 3.606 2.336 -1.580 0.09
F -3.209 0.544 2.627 0.11
C -2.479 -0.207 1.801 -0.26
C -1.211 0.236 1.460 -0.06
C -0.436 -0.502 0.579 -0.18
C -0.943 -1.716 0.083 -0.14
C -2.226 -2.112 0.462 -0.21
F -2.732 -3.256 -0.016 0.10
C -3.021 -1.378 1.311 0.10
C -0.042 -2.473 -0.764 -0.18
C -0.270 -3.697 -1.388 0.04
C 0.734 -4.273 -2.143 0.00
C 1.962 -3.635 -2.276 -0.01
C 2.138 -2.437 -1.631 -0.09
N 1.159 -1.859 -0.908 -0.03
H -0.884 1.171 1.886 0.09
H -4.009 -1.716 1.590 0.15
H -1.218 -4.196 -1.277 0.12
H 0.561 -5.227 -2.624 0.13
H 2.765 -4.063 -2.858 0.13
H 3.071 -1.894 -1.690 0.10
C -2.172 -0.129 -2.654 0.02
N -2.376 0.981 -1.729 -0.03
C -1.437 1.739 -1.169 -0.61
Se 0.448 1.688 -1.377 0.93
N -2.026 2.657 -0.397 0.15
C -3.406 2.474 -0.417 -0.16
C -4.448 3.136 0.222 0.02
C -5.717 2.664 -0.037 -0.04
C -5.943 1.576 -0.901 -0.04
C -4.907 0.924 -1.536 0.02
C -3.627 1.400 -1.269 -0.15
H -1.109 -0.227 -2.859 0.07
H -2.703 0.077 -3.581 0.12
H -2.552 -1.047 -2.211 0.10
H -1.523 3.392 0.076 0.17
H -4.277 3.974 0.884 0.13
H -6.564 3.143 0.433 0.12
H -6.958 1.246 -1.073 0.12
H -5.084 0.091 -2.202 0.12

***

The ΔE to the lowest compared entry with this formula, charge and spin results, record by record, are as follows: 22.3 494.9 0.0 kJ/mol.